[1]
{"formula": "C5H10NO", "method": "the ωB97M-V functional and the def2-TZVPD basis", "symbols": ["C", "C", "C", "C", "C", "N", "O", "H", "H", "H", "H", "H", "H", "H", "H", "H", "H"], "positions_angstrom": [[2.809681, 0.814675, -0.514306], [-2.902886, -0.766678, -1.393023], [-2.191013, -0.163487, -0.314102], [-1.014375, 0.334542, -0.350212], [0.792526, 1.065197, 0.950276], [1.784497, 0.975161, 0.149493], [-0.450759, 0.822024, 0.865852], [3.363027, 0.024955, -0.174472], [-3.734987, -0.174631, -1.584669], [-2.348940, -0.764849, -2.311659], [-3.295814, -1.730574, -1.058074], [-2.706118, -0.262885, 0.611250], [1.052225, -2.284307, 0.332522], [3.426138, 1.620787, -1.066486], [-0.625806, 0.520570, -1.342689], [1.086573, 1.149007, 1.994431], [1.306355, -1.817763, 0.708912]], "forces_ev_per_a": [[4.362, 1.982, -4.169], [0.684, -1.040, -0.694], [-3.204, -1.689, 1.982], [3.380, 2.722, 0.295], [4.691, -0.184, 2.510], [-6.634, 1.554, 1.369], [-3.145, -1.276, -3.581], [2.206, -2.064, 1.036], [-1.981, 1.149, -0.287], [0.326, -0.559, -0.480], [0.174, -0.092, -0.399], [-0.225, 0.266, 0.994], [-1.771, -3.221, -2.635], [-1.555, -1.228, 0.571], [1.318, 0.241, 0.432], [-0.388, 0.224, 0.414], [1.764, 3.215, 2.641]], "spin_multiplicity": 3, "largest_force_ev_per_a": 7.0, "e_tot_ev": -8869.646, "e_above_lowest_kcal_mol": 105.3, "homo_energy_ev": [-10.91, -14.78], "s_squared": 2.031, "charge": 1, "lumo_energy_ev": [-3.7, -8.7]}



[2]
{"formula": "C4H8N2O", "method": "the ωB97M-V functional and the def2-TZVPD basis", "symbols": ["N", "C", "C", "N", "C", "C", "O", "H", "H", "H", "H", "H", "H", "H", "H"], "positions_angstrom": [[-2.751728, 1.925639, -0.791540], [-1.921004, 1.233347, -0.377707], [-0.843511, 0.393731, 0.178137], [-1.405468, -0.861405, 0.665903], [0.212346, 0.059439, -0.891397], [1.597400, -0.086351, -0.286380], [1.519406, -1.004800, 0.793989], [-0.370526, 1.000719, 0.969464], [-0.643511, -1.370117, 1.110632], [-2.127984, -0.692609, 1.358271], [0.247744, 0.818476, -1.679687], [-0.119179, -0.885440, -1.337158], [1.943363, 0.896117, 0.070618], [2.304624, -0.434581, -1.053065], [2.358035, -0.992163, 1.269916]], "forces_ev_per_a": [[0.899, -0.770, 0.429], [-0.833, 0.695, -0.422], [0.042, 0.138, -0.059], [0.011, -0.025, 0.297], [-0.008, -0.059, -0.105], [0.002, 0.275, -0.278], [0.246, -0.068, 0.185], [-0.061, -0.073, -0.117], [-0.218, 0.005, -0.047], [0.080, -0.015, -0.018], [-0.007, -0.079, 0.153], [0.166, 0.162, -0.060], [-0.042, -0.152, -0.027], [-0.118, 0.032, 0.129], [-0.159, -0.068, -0.061]], "smiles": "N#C[C@@H](N)CCO", "largest_force_ev_per_a": 1.3, "e_tot_ev": -9304.806, "e_above_lowest_kcal_mol": 36.6, "homo_energy_ev": -9.96, "lumo_energy_ev": 0.5}